C4HClNO2 as an isolated structure, computed with ωB97M-V/def2-TZVPD.

The geometry in XYZ format:
```
9
Properties=species:S:1:pos:R:3:forces:R:3
C -0.9173 0.0468 1.5565 1.1 0.2 1.8
C -0.3084 -0.7649 0.7097 -0.2 -2.5 0.9
C -0.1709 0.3741 -0.3293 -0.9 0.8 0.2
C 0.8250 0.4568 -1.8121 -1.2 0.7 2.7
N -0.7435 1.1617 0.5658 0.5 0.8 -2.4
O 0.4010 0.1310 -2.8792 -0.9 -0.6 -1.1
O 1.8454 0.8815 -1.3262 1.9 0.4 0.1
Cl 0.1250 -2.5022 0.8232 -0.1 0.9 -0.1
H -1.0562 0.2152 2.6918 -0.1 -0.7 -2.2
```
Forces are in eV/Å.

Output
HOMO (spin up / spin down): -4.35 / -4.35 eV
Energy: -818.37435 Ha
Total charge: -1
Energy relative to the best compared isomer or geometry (same formula, charge and spin): 1.516 eV

=====

An isolated ion of composition C4HClNO3 and charge -1, computed with ωB97M-V/def2-TZVPD.

The geometry in XYZ format:
```
10
Properties=species:S:1:pos:R:3:forces:R:3
C -0.2240 -0.0646 0.1428 2.8 -0.9 0.4
C 0.2600 -1.3165 0.0645 3.6 1.7 -0.4
C 2.3537 -0.2892 -0.0261 -4.0 -1.0 0.3
C 3.9717 -0.5096 -0.1062 -0.6 -1.5 -0.3
N 0.4931 1.0446 0.4124 -0.6 0.9 -0.3
O 4.3722 -1.4204 -0.8425 -0.4 1.2 0.6
O 4.4054 0.2704 0.7190 1.3 0.5 0.3
O 1.8759 0.8297 0.3024 0.8 -1.6 -0.5
Cl -0.2307 -2.8823 -0.3628 0.0 0.4 -0.1
H -1.1826 0.2673 0.0335 -2.9 0.2 0.0
```
Forces are in eV/Å.

Output
HOMO (spin up / spin down): -4.08 / -4.08 eV
Energy: -893.53288 Ha
Total charge: -1
Energy relative to the best compared isomer or geometry (same formula, charge and spin): 4.428 eV

=====

C4HCoLiO4 as an isolated structure, computed with ωB97M-V/def2-TZVPD.

The geometry in XYZ format:
```
11
Properties=species:S:1:pos:R:3:forces:R:3
O -0.6131 3.3978 0.1329 -0.3 -1.2 0.3
C -0.2073 4.4195 -0.1369 0.2 0.9 -0.2
C -0.5578 -0.5325 -0.7601 4.9 -1.4 -1.0
C -0.9530 -1.3424 0.1112 -3.2 0.5 0.3
H -1.7453 -1.7470 0.7241 0.0 -1.0 0.2
Li -0.9744 1.3988 0.6573 -0.3 1.4 0.5
O 2.0190 -1.2685 0.4709 0.3 1.9 -0.9
C 1.3964 -0.2620 0.1250 1.5 -3.4 2.6
O 1.3014 0.8417 0.7214 0.5 1.7 -0.2
O 0.7690 -0.3524 -1.0637 -4.9 0.3 -2.7
Co 3.2221 0.8578 0.2914 1.2 0.2 1.0
```
Forces are in eV/Å.

Output
Multiplicity: 5
HOMO (spin up / spin down): -23.36 / -23.36 eV
Energy: -1842.72177 Ha
Total charge: +3
Energy relative to the best compared isomer or geometry (same formula, charge and spin): 1.717 eV

=====

C4HLi2O4 as an isolated structure, computed with ωB97M-V/def2-TZVPD.

The geometry in XYZ format:
```
11
Properties=species:S:1:pos:R:3:forces:R:3
O 2.1420 -1.6740 1.1989 -0.2 -0.1 -0.1
C 3.2122 -1.5644 1.5475 0.1 0.0 0.0
C 0.5921 0.5446 -0.7629 -2.2 1.2 -2.6
C 0.6488 -0.0750 -1.8339 3.7 -2.7 -0.6
H 1.1320 -0.6508 -2.6075 -0.4 0.2 -0.3
Li 0.2110 -1.5724 0.3123 -0.2 1.0 0.1
O -0.5827 1.3772 -0.9893 -1.2 0.6 1.7
C -1.4792 0.9701 -0.0247 3.6 2.9 1.9
O -2.3268 1.7608 0.3716 -1.9 -0.6 -0.4
O -0.9328 0.0880 0.7141 -1.6 -2.7 1.1
Li -2.6167 0.7958 2.0740 0.3 0.3 -0.7
```
Forces are in eV/Å.

Output
HOMO (spin up / spin down): -13.47 / -13.47 eV
Energy: -468.73935 Ha
Total charge: +1
Energy relative to the best compared isomer or geometry (same formula, charge and spin): 3.222 eV

=====

C4HN2O3PS2 as an isolated structure, computed with ωB97M-V/def2-TZVPD.

The geometry in XYZ format:
```
13
Properties=species:S:1:pos:R:3:forces:R:3
C -0.4171 1.0228 -0.1506 -0.4 0.3 -0.1
C -0.8417 -0.1742 -0.9560 2.0 -1.0 1.2
C 1.0282 1.1216 0.1158 1.0 1.6 -0.5
C 1.0257 -1.2588 -0.3092 0.1 -2.6 1.6
N -0.1647 -1.2603 -0.9528 -0.3 0.3 -1.3
N 1.6312 -0.1031 0.0026 0.4 2.9 0.4
O -1.3430 1.6701 0.3352 1.4 0.2 -0.1
O -2.1059 -0.1914 -1.1238 -2.5 0.7 -1.1
O -1.9459 -0.7783 1.2751 -0.1 -0.1 0.9
P -2.7658 0.1095 0.4561 -1.3 -0.4 -0.2
S 1.8795 2.5384 0.3817 -1.2 -1.5 -0.1
S 1.5008 -2.6362 0.4638 0.3 0.2 -0.7
H 2.5186 -0.0601 0.4622 0.7 -0.8 0.0
```
Forces are in eV/Å.

Output
HOMO (spin up / spin down): -9.41 / -9.41 eV
Energy: -1625.96273 Ha
Energy relative to the best compared isomer or geometry (same formula, charge and spin): 0.000 eV

=====

An isolated ion of composition C4HN2S2 and charge +1, computed with ωB97M-V/def2-TZVPD.

The geometry in XYZ format:
```
9
Properties=species:S:1:pos:R:3:forces:R:3
C -4.4934 1.7121 -0.0440 -1.3 0.5 0.0
C 0.0764 -0.0584 0.0087 -0.4 -0.2 0.0
C -2.0305 -0.6789 0.0134 -2.0 -1.4 0.0
C -2.1890 0.7715 0.0224 0.4 0.7 -0.1
N -0.7211 -1.0370 0.0007 1.3 -0.8 0.0
N -3.3790 1.3473 -0.0133 1.3 -0.1 0.1
S -0.6930 1.5641 0.0351 -0.9 -0.1 0.0
S -3.3020 -1.7418 0.0123 1.3 1.2 0.0
H 1.1454 -0.1633 -0.0006 0.3 0.2 0.0
```
Forces are in eV/Å.

Output
HOMO: -15.07 eV
Energy: -1058.50533 Ha
Total charge: +1
Energy relative to the best compared isomer or geometry (same formula, charge and spin): 0.000 eV

=====

An isolated molecule of C4HNO3S2, computed with ωB97M-V/def2-TZVPD.

The geometry in XYZ format:
```
11
Properties=species:S:1:pos:R:3:forces:R:3
C -0.2351 -0.3324 0.1420 -0.5 -0.6 -2.9
C -1.2429 1.7039 0.1538 1.6 -1.0 1.5
C -0.4797 0.5600 2.3011 1.3 0.3 0.9
C -1.7544 2.9526 -0.3193 0.2 1.3 -0.8
N -0.6713 0.7346 -0.4596 -0.4 0.3 0.5
O -1.4067 3.4905 -1.3376 -0.6 0.0 0.4
O -2.9947 0.4209 1.4358 -1.9 -2.1 0.0
O -0.3093 -0.3275 1.4852 1.3 -1.5 -0.4
S -2.8908 3.4690 0.9348 0.2 -0.3 0.0
S -2.1239 1.4585 1.9125 -1.1 2.9 -1.2
H 0.0710 -1.1907 -0.5150 -0.2 0.6 1.9
```
Forces are in eV/Å.

Output
HOMO (spin up / spin down): -8.87 / -8.87 eV
Energy: -1229.60266 Ha
Energy relative to the best compared isomer or geometry (same formula, charge and spin): 5.658 eV

=====

An isolated ion of composition C4HNO4 and charge -2, computed with ωB97M-V/def2-TZVPD.

The geometry in XYZ format:
```
10
Properties=species:S:1:pos:R:3:forces:R:3
C -2.1826 0.9183 0.0129 -1.1 -3.4 0.0
C -2.1804 -0.9220 -0.0326 -1.1 3.5 0.0
C -0.7958 1.2066 -0.0268 0.8 0.8 0.0
C -0.7920 -1.2077 -0.0065 0.8 -0.9 0.2
N -0.0762 -0.0031 -0.1093 0.6 0.1 -0.1
O -3.2043 1.6529 0.0887 0.6 -0.1 -0.1
O -3.2018 -1.6554 -0.0753 0.5 0.0 0.1
O -0.1618 2.3092 -0.0092 -0.3 -0.5 0.0
O -0.1594 -2.3066 0.1142 -0.4 0.6 -0.2
H 0.9287 0.0006 0.0049 -0.4 0.0 0.1
```
Forces are in eV/Å.

Output
HOMO (spin up / spin down): 2.19 / 2.16 eV
SMILES string: O=C1NC([O-])=C([O-])C1=O
Energy: -508.67017 Ha
Total charge: -2
Energy relative to the best compared isomer or geometry (same formula, charge and spin): 0.069 eV

=====

Computed values of M (unit: u) for the preceding records, in sequence: 130.5; 146.5; 178.9; 126.9; 220.2; 141.2; 175.2; 127.1.